The following is a quantum chemistry calculation of a structure of composition C11H20NO4SiV, from OMol25.

Each line ends with the Löwdin spin population.
Element x y z (Å)
V  -0.35670  0.30030  0.05746  1.8792
Si  -0.79861  2.45492  -2.09751  -0.0003
O  0.38626  -1.17144  0.90329  0.0201
O  -2.23554  -3.05950  -0.49429  -0.0010
O  -1.48852  -0.94389  -0.73804  0.0227
O  -0.17850  -3.28394  1.51963  0.0085
N  0.52014  1.60172  1.27726  0.0153
C  -1.12392  3.61975  -0.65778  0.0040
C  -1.45372  -2.20473  -0.21907  0.0109
C  -2.41408  1.61732  -2.49793  0.0031
C  1.04894  2.25654  2.05263  0.0415
C  -0.32155  -2.33419  0.81533  0.0121
C  1.73090  3.10653  3.04565  0.0049
C  0.79127  3.28017  4.24532  0.0013
C  2.03186  4.45979  2.38639  0.0021
C  -0.23342  3.47597  -3.54455  -0.0023
C  0.46768  1.17609  -1.60120  -0.0316
C  3.02809  2.39896  3.46220  0.0023
H  0.70661  3.98728  -3.31923  0.0000
H  -0.06546  2.84094  -4.41828  0.0000
H  1.11410  4.97395  2.10033  0.0001
H  0.57638  0.45594  -2.41715  0.0035
H  2.82401  1.42222  3.90010  0.0001
H  0.57799  2.32409  4.72298  0.0001
H  -3.08343  2.30956  -3.01709  0.0004
H  -0.19776  4.06066  -0.27559  0.0000
H  -0.97816  4.23130  -3.81080  -0.0004
H  -0.15118  3.74127  3.94976  0.0000
H  -1.77963  4.43425  -0.97816  0.0006
H  -2.93362  1.26628  -1.60283  0.0009
H  -1.62323  3.12188  0.18067  0.0030
H  3.53046  3.01781  4.20643  0.0003
H  2.65482  4.33850  1.50030  0.0001
H  2.56767  5.07992  3.10534  0.0003
H  1.28260  3.92986  4.97004  0.0002
H  3.69668  2.26457  2.61223  0.0001
H  1.43409  1.65385  -1.41131  -0.0021
H  -2.26339  0.73997  -3.13057  0.0000

## Properties
- multiplicity = 3
- ⟨S²⟩ = 2.020
- highest occupied orbital energy (spin up / spin down) (eV) = -8.56 / -9.43
- energy (eV) = -54978.435

---

The following is a quantum chemistry calculation of the molecule C11H20O, from OMol25.

Each line ends with the natural charge from an NBO analysis.
Element x y z (Å)
O  -0.87007  -0.56132  -1.53841  -0.7242
C  -0.14309  3.44660  0.67676  -0.1665
C  1.19031  -2.41689  0.99335  -0.6172
C  -2.38328  1.23209  0.03801  -0.4261
C  -0.67724  4.66721  0.55119  -0.4044
C  -0.00116  0.25656  0.36917  -0.4730
C  0.26862  -3.38122  -1.11853  -0.6094
C  -1.14029  1.22566  0.51895  0.0430
C  -0.74804  2.41167  1.42832  -0.4821
C  -0.41630  -0.99925  -0.27792  0.0994
C  0.78105  -2.05146  -0.40250  -0.0290
C  1.91594  -1.47128  -1.35143  -0.6140
H  1.07719  -4.18427  -1.10486  0.2031
H  -2.70797  0.40258  -0.63089  0.2295
H  1.84537  -3.39895  0.94155  0.2147
H  0.77898  3.22429  0.10871  0.1961
H  -0.07768  -3.23566  -2.19118  0.2225
H  2.82342  -2.05396  -1.35122  0.2103
H  1.58496  -1.50402  -2.34247  0.2152
H  0.77540  0.82036  -0.23115  0.2069
H  -1.15578  -1.46044  0.36417  0.1770
H  -0.51330  -3.78722  -0.54837  0.1983
H  -1.64417  2.68237  2.08507  0.2233
H  1.70063  -1.57187  1.43696  0.2079
H  -2.99061  2.07076  0.31688  0.2023
H  0.04863  1.94631  2.08436  0.2103
H  -0.04828  5.45692  0.14261  0.2003
H  0.28301  -2.64763  1.51053  0.2059
H  0.47948  0.09946  1.29879  0.2204
H  -0.57941  0.35698  -1.71325  0.4774
H  2.09582  -0.47495  -1.15996  0.1937
H  -1.55216  4.90055  1.09674  0.1884

## Properties
- structure (SMILES) = C=CCC(=C)C[C@@H](O)C(C)(C)C
- multiplicity = 1
- energy relative to the best compared isomer or geometry (same formula, charge and spin) (kJ/mol) = 225.37
- highest occupied orbital energy (eV) = -9.12
- energy (eV) = -13776.339

---

The following is a quantum chemistry calculation of a structure of composition C11H21AlClN3O2P2, from OMol25.

Each line ends with the natural charge from an NBO analysis.
Element x y z (Å)
Cl  -2.85143  -0.13692  -0.23435  -0.4640
P  -0.12543  -2.28659  0.03949  0.9120
P  -0.34632  2.36744  -0.24610  0.9151
Al  -0.73903  0.02376  0.00805  1.1530
O  2.52915  0.16636  0.42801  -0.4399
O  2.71284  -0.07861  -2.28468  -0.2101
N  -0.14478  -0.80675  6.34847  -0.3037
N  -0.68091  0.52579  4.32136  -0.5594
N  -0.57883  0.12275  1.91881  -0.8990
C  0.47941  -0.14664  -3.47900  -0.8562
C  1.04587  3.00757  0.73152  -0.9392
C  -1.46124  -3.28435  0.77827  -0.9286
C  -0.59330  0.22597  3.09622  0.7271
C  -0.10241  3.02172  -1.91969  -0.9490
C  -0.37870  -0.20493  5.36281  0.3809
C  1.45972  0.09144  -0.02943  0.4655
C  0.20336  -3.12672  -1.53295  -0.9501
C  1.58325  -0.08531  -2.59524  0.9465
C  1.30156  -2.71155  1.08343  -0.9401
C  -1.77493  3.28075  0.42610  -0.9258
H  -1.55891  -3.02544  1.84196  0.2786
H  1.52433  -3.78222  0.99051  0.2803
H  -0.70044  -3.08449  -2.15769  0.2616
H  -2.68984  2.91957  -0.05901  0.2772
H  -1.04510  2.91726  -2.47770  0.2705
H  -1.84718  3.09494  1.50699  0.2805
H  1.95695  2.44534  0.50318  0.2370
H  -1.22852  -4.35857  0.68371  0.2707
H  1.03809  -2.65847  -2.06717  0.2058
H  0.81569  -0.00405  -4.53435  0.3882
H  1.18382  4.06952  0.48877  0.2780
H  2.17574  -2.12408  0.78664  0.2359
H  0.81502  2.89819  1.79920  0.2849
H  0.45356  -4.17754  -1.32444  0.2886
H  0.15632  4.08722  -1.82039  0.2863
H  -0.26443  0.63032  -3.20234  0.3443
H  -1.63059  4.35536  0.24041  0.2705
H  1.06012  -2.47596  2.12682  0.2829
H  -2.41191  -3.05911  0.27692  0.2775
H  -0.04749  -1.12724  -3.38017  0.3604
H  0.70689  2.49430  -2.44298  0.2054

## Properties
- net charge = +2
- multiplicity = 1
- energy relative to the best compared isomer or geometry (same formula, charge and spin) (kJ/mol) = 0.00
- highest occupied orbital energy (spin up / spin down) (eV) = -14.31 / -14.31
- energy (eV) = -57993.880

---

The following is a quantum chemistry calculation of a structure of composition C11H21F3FeNO8S, from OMol25.

Each line ends with the Löwdin spin population.
Element x y z (Å)
Fe  0.05075  -0.14333  0.38301  3.6815
S  3.16141  -0.18121  -0.61045  0.0096
F  5.13375  -0.32691  -2.55851  0.0013
F  3.59803  1.13753  -2.79108  0.0004
F  3.05817  -0.87667  -3.14303  0.0002
O  -1.84836  0.01608  1.70272  0.0249
O  0.67877  -2.06111  0.99705  0.1332
O  0.78337  -5.07006  1.98678  0.0040
O  3.96611  0.65888  0.28951  0.0021
O  0.98186  1.09189  2.09548  0.0239
O  1.70439  0.20681  -0.66644  0.0309
O  3.41379  -1.65330  -0.30140  0.0011
O  -1.01898  -0.86654  -1.50348  0.0214
N  -0.65120  1.73215  -0.53758  0.0210
C  -0.89116  3.19870  -2.47206  0.0004
C  -1.40274  2.63105  0.11726  0.0042
C  1.56921  0.56221  3.32314  0.0027
C  -1.80574  3.85824  -0.37460  0.0004
C  -0.33197  -1.64148  -2.53352  0.0015
C  -0.21899  -2.73953  1.80307  0.0128
C  -3.11255  -0.11438  1.01070  0.0006
C  -1.55084  4.17781  -1.71402  0.0014
C  3.81166  -0.05587  -2.35038  0.0040
C  -0.35382  -4.28221  1.60953  0.0036
C  -0.52646  2.04082  -1.84185  0.0033
H  -1.93793  5.04813  -2.22303  0.0001
H  -1.96144  -1.01886  -1.60437  0.0009
H  -1.96226  0.17458  2.64266  0.0011
H  0.45560  -1.04029  -2.98784  0.0001
H  -0.19050  -2.40338  2.83956  0.0010
H  -0.86525  -2.00078  -3.41364  0.0007
H  -1.18962  -2.44127  1.40685  0.0031
H  -0.75044  3.19145  -3.54284  0.0001
H  -3.79279  -0.67821  1.64902  0.0002
H  1.09160  0.99451  4.20239  0.0005
H  -1.78075  2.39522  1.10107  0.0003
H  -2.31683  4.62290  0.19151  0.0001
H  -0.70991  -4.53122  0.60988  -0.0001
H  1.46956  -0.52120  3.38938  0.0000
H  0.00976  1.38616  -2.51288  0.0003
H  -3.05986  -0.65576  0.06612  -0.0001
H  -3.63518  0.81532  0.78571  0.0002
H  2.64532  0.72804  3.37390  0.0004
H  -0.01757  -2.54335  -2.00828  -0.0002
H  1.46627  1.90393  1.92954  0.0009
H  -1.16621  -4.72547  2.18542  0.0003

## Properties
- net charge = -1
- multiplicity = 5
- energy relative to the best compared isomer or geometry (same formula, charge and spin) (kJ/mol) = 177.88
- ⟨S²⟩ = 6.010
- highest occupied orbital energy (spin up / spin down) (eV) = -1.20 / -1.19
- energy (eV) = -82988.508